Here is 2 unconnected molecules or ions with the total composition C37H32F2O2P from the OMol25 dataset. Energies are from the ωB97M-V functional and the def2-TZVPD basis.

Last column: Löwdin charge in e.
Positions of all 74 atoms, in Å:
1 F 3.7556 -1.3146 -4.3781  0.058
2 C 4.1427 -0.5441 -3.3055  -0.215
3 C 4.9920 0.5351 -3.5457  0.050
4 C 5.4174 1.2899 -2.4420  -0.036
5 C 5.0241 0.9572 -1.1537  -0.012
6 C 4.1337 -0.1324 -0.9167  -0.203
7 C 3.7632 -0.4308 0.4248  0.046
8 C 2.7169 -1.2739 0.8218  -0.054
9 C 1.5065 -1.4370 0.1543  0.039
10 C 0.6437 -2.5740 0.3283  -0.191
11 C 1.0528 -3.7034 1.0971  0.079
12 C 0.1871 -4.7796 1.2195  -0.216
13 F 0.5990 -5.8773 1.9391  0.056
14 C -1.0629 -4.8290 0.6014  0.058
15 C -1.4584 -3.7167 -0.1644  -0.049
16 C -0.6182 -2.6237 -0.3227  0.003
17 C 3.6987 -0.8964 -2.0384  0.082
18 H 5.3193 0.7554 -4.5595  0.137
19 H 6.0624 2.1536 -2.5990  0.123
20 H 5.3922 1.5215 -0.2929  0.128
21 H 4.3856 -0.0005 1.2130  0.138
22 H 2.8453 -1.7695 1.7908  0.132
23 H 1.1727 -0.6694 -0.5475  0.143
24 H 2.0433 -3.7226 1.5470  0.128
25 H -1.6975 -5.7029 0.7189  0.136
26 H -2.4263 -3.7333 -0.6668  0.116
27 H -0.9038 -1.7862 -0.9661  0.134
28 H 3.0596 -1.7682 -1.8969  0.132
29 C -4.1414 -1.8086 1.2859  -0.069
30 C -3.6681 -0.3919 1.4437  -0.242
31 O -2.3069 -0.4595 1.8934  -0.049
32 C -1.7596 0.7746 2.0594  -0.600
33 C -0.4877 0.7337 2.7558  -0.180
34 P 0.0123 2.2773 3.3879  1.043
35 C 0.6015 3.2002 1.9473  -0.295
36 C 0.1364 4.4822 1.6295  -0.049
37 C 0.5832 5.1069 0.4610  -0.059
38 C 1.4414 4.4336 -0.4147  -0.071
39 C 1.8508 3.1229 -0.1336  -0.076
40 C 1.4239 2.5079 1.0454  -0.103
41 C -1.0830 3.3854 4.3339  -0.292
42 C -0.5611 4.5922 4.8444  -0.096
43 C -1.3603 5.4716 5.5814  -0.070
44 C -2.7012 5.1540 5.8267  -0.068
45 C -3.2283 3.9553 5.3357  -0.065
46 C -2.4311 3.0800 4.5911  -0.058
47 C 1.4251 2.0469 4.5099  -0.292
48 C 2.7219 2.4436 4.1489  -0.080
49 C 3.8044 2.1565 4.9857  -0.080
50 C 3.5976 1.4979 6.2020  -0.074
51 C 2.2979 1.1545 6.5962  -0.069
52 C 1.2133 1.4397 5.7613  -0.069
53 O -2.3619 1.7976 1.6828  0.007
54 H -5.1880 -1.7703 0.9816  0.084
55 H -3.5683 -2.3416 0.5189  0.041
56 H -4.0769 -2.3733 2.2239  0.088
57 H -3.7271 0.1414 0.4874  0.126
58 H -4.2974 0.1247 2.1830  0.130
59 H -0.1579 -0.2068 3.1802  0.060
60 H -0.5789 4.9832 2.2824  0.108
61 H 0.2392 6.1185 0.2344  0.112
62 H 1.7862 4.9226 -1.3242  0.106
63 H 2.4873 2.5669 -0.8271  0.088
64 H 1.6926 1.4699 1.2558  0.080
65 H 0.4815 4.8616 4.6572  0.115
66 H -0.9295 6.4038 5.9566  0.111
67 H -3.3292 5.8403 6.3974  0.110
68 H -4.2730 3.6923 5.5214  0.111
69 H -2.8703 2.1653 4.1899  0.105
70 H 2.8869 2.9883 3.2166  0.099
71 H 4.8095 2.4453 4.6724  0.106
72 H 4.4468 1.2590 6.8443  0.109
73 H 2.1235 0.6583 7.5520  0.110
74 H 0.1983 1.1906 6.0856  0.118

Properties
strongest force on any atom	1.54	eV Å⁻¹
charge	+1
spin multiplicity	1
calculated total energy	-2120.39728	Eh
LUMO energy	-5.83	eV